64
Properties=species:S:1:pos:R:3:nbo_charge:R:1 method="wB97M-V/def2-TZVPD" homo_ha=0.1074 de_lowest_ev=2.969 charge=-4 gap_ev=3.257 molar_mass_g_mol=892.665
Zn -7.72 8.10 -16.10 1.775
Zn -11.35 7.27 -18.95 1.767
Zn -11.74 4.54 -13.45 1.761
S -8.12 7.91 -19.33 2.691
O -7.38 6.65 -19.62 -1.120
O -9.52 7.52 -19.46 -1.201
O -7.78 8.40 -18.01 -1.141
O -7.83 8.87 -20.39 -1.054
S -14.34 6.46 -12.38 2.610
O -15.52 5.94 -13.10 -1.111
O -14.11 7.86 -12.56 -1.007
O -14.48 6.25 -10.90 -1.137
O -13.15 5.65 -12.81 -1.250
S -7.68 7.86 -12.74 2.643
O -8.77 8.77 -12.43 -1.080
O -7.90 6.58 -12.05 -1.115
O -7.55 7.68 -14.18 -1.190
O -6.42 8.41 -12.24 -1.116
S -10.48 5.99 -16.23 2.694
O -11.03 5.70 -14.90 -1.099
O -11.44 6.60 -17.15 -1.138
O -9.29 6.88 -16.22 -1.093
O -10.08 4.71 -16.84 -1.141
S -12.27 10.16 -17.62 2.621
O -13.73 10.13 -17.90 -1.116
O -11.61 9.02 -18.27 -1.223
O -11.67 11.39 -18.10 -1.106
O -11.96 10.13 -16.18 -1.056
O -11.08 8.29 -13.78 -0.966
H -10.28 8.40 -13.24 0.481
H -10.96 7.45 -14.24 0.445
O -8.30 3.36 -15.49 -0.964
H -8.11 2.55 -15.98 0.466
H -8.87 3.88 -16.09 0.507
O -9.17 9.62 -15.68 -1.044
H -10.12 9.74 -15.93 0.561
H -9.04 10.18 -14.92 0.493
O -6.65 6.36 -16.40 -0.995
H -5.85 6.09 -15.93 0.482
H -6.92 5.58 -16.90 0.526
O -13.52 8.00 -15.71 -0.882
H -12.96 7.27 -15.95 0.454
H -14.40 7.74 -16.02 0.427
O -12.53 3.55 -15.23 -0.978
H -12.13 2.75 -15.59 0.494
H -12.98 3.96 -15.97 0.501
O -10.06 3.44 -13.66 -1.015
H -9.72 2.72 -13.12 0.481
H -9.54 3.40 -14.48 0.518
O -7.99 4.46 -18.23 -1.075
H -8.82 4.63 -17.73 0.481
H -7.86 5.26 -18.78 0.511
O -11.20 5.38 -19.75 -0.977
H -11.43 4.55 -19.31 0.494
H -10.47 5.15 -20.34 0.513
O -10.53 5.60 -12.13 -1.053
H -9.59 5.90 -12.09 0.543
H -10.95 6.06 -11.39 0.510
O -11.16 2.36 -17.50 -0.996
H -10.73 3.20 -17.25 0.517
H -11.94 2.62 -17.99 0.448
O -13.47 6.88 -18.99 -0.974
H -14.14 7.39 -18.52 0.534
H -13.89 6.60 -19.81 0.465

=====

38
Properties=species:S:1:pos:R:3:nbo_charge:R:1 method="wB97M-V/def2-TZVPD" homo_ha=-0.2526 de_lowest_ev=2.449 charge=-1 gap_ev=9.311 molar_mass_g_mol=233.187
O 2.69 -2.15 2.17 -0.937
H 2.43 -1.48 1.54 0.471
H 0.78 -1.24 -4.11 0.473
O -1.67 -3.62 -0.87 -0.947
H -1.03 -2.91 -0.98 0.485
H -2.30 -3.21 -0.24 0.462
O -1.01 1.10 0.45 -1.013
H -0.23 0.54 0.62 0.490
O -3.79 0.41 -0.79 -0.949
H -4.34 0.78 -0.10 0.452
H -3.24 -0.26 -0.33 0.488
O 1.43 -1.94 -3.97 -0.952
H 0.68 -1.14 0.33 0.433
H 2.12 -1.49 -3.47 0.479
O -0.71 -2.42 3.65 -0.926
H -0.58 -1.51 3.36 0.459
H -1.03 -2.81 2.83 0.468
O -0.91 0.19 -2.30 -0.983
H 0.02 0.06 -2.00 0.495
H -0.77 1.56 -0.38 0.494
O 2.60 0.74 0.43 -1.135
H 2.14 0.87 1.27 0.443
H 1.84 -0.03 -0.09 0.480
O 0.73 -0.58 -0.45 -1.157
H 3.59 -1.82 2.30 0.462
H -1.43 0.34 -1.51 0.474
O 3.30 0.56 -2.38 -0.959
H 2.52 0.38 -1.80 0.480
H 3.84 0.83 -1.62 0.478
O -2.65 -0.76 1.57 -0.976
H -1.71 -0.59 1.43 0.496
H -3.20 0.00 1.73 0.484
O -1.95 3.95 0.71 -0.993
H -1.05 4.26 0.58 0.496
H -2.08 3.06 1.04 0.495
O 1.24 3.48 0.49 -0.974
H 1.79 2.69 0.31 0.503
H 1.93 4.15 0.60 0.459

=====

55
Properties=species:S:1:pos:R:3:nbo_charge:R:1 method="wB97M-V/def2-TZVPD" homo_ha=0.0929 de_lowest_ev=11.123 charge=-4 gap_ev=3.546 molar_mass_g_mol=546.483
N -12.88 -9.12 -8.64 -0.857
H -12.65 -9.25 -7.66 0.419
H -13.08 -9.97 -9.14 0.489
H -12.21 -8.51 -9.09 0.506
H -13.72 -8.56 -8.57 0.411
N -7.20 -8.55 -17.88 -0.865
H -7.40 -9.13 -18.68 0.428
H -7.16 -9.02 -16.99 0.502
H -7.99 -7.92 -17.90 0.469
H -6.38 -7.97 -17.96 0.435
N -10.20 -8.87 -13.84 -0.876
H -10.46 -8.25 -13.08 0.468
H -9.21 -8.86 -14.00 0.468
H -10.74 -8.48 -14.61 0.456
H -10.41 -9.83 -13.64 0.466
N -14.16 -5.20 -12.91 -0.854
H -13.30 -5.65 -12.61 0.505
H -14.53 -5.76 -13.66 0.470
H -14.11 -4.22 -13.16 0.446
H -14.67 -5.28 -12.04 0.416
S -11.43 -5.56 -16.74 2.603
O -12.33 -5.05 -17.75 -1.139
O -11.18 -4.45 -15.74 -1.132
O -12.01 -6.72 -16.09 -1.159
O -10.21 -5.95 -17.45 -1.154
S -5.65 -10.76 -14.39 2.619
O -5.94 -11.88 -15.26 -1.149
O -4.35 -10.16 -14.65 -1.132
O -6.71 -9.80 -14.57 -1.179
O -5.70 -11.22 -13.00 -1.125
S -13.08 -12.47 -12.46 2.624
O -13.21 -13.91 -12.53 -1.129
O -13.99 -11.79 -13.39 -1.147
O -13.38 -12.10 -11.07 -1.177
O -11.73 -12.15 -12.83 -1.146
S -10.03 -6.18 -10.33 2.632
O -11.24 -6.64 -11.01 -1.207
O -8.90 -6.39 -11.18 -1.084
O -10.16 -4.79 -9.97 -1.136
O -9.88 -6.92 -9.10 -1.175
O -12.96 -11.07 -17.57 -0.946
H -12.37 -10.89 -16.84 0.491
H -12.64 -10.51 -18.28 0.454
O -8.31 -13.35 -12.46 -0.991
H -7.65 -12.66 -12.38 0.500
H -9.15 -12.89 -12.42 0.487
O -8.39 -10.29 -9.56 -0.926
H -8.81 -9.44 -9.44 0.490
H -8.50 -10.74 -8.72 0.435
O -9.34 -11.98 -16.42 -0.996
H -8.47 -11.68 -16.14 0.500
H -9.65 -12.51 -15.69 0.493
O -14.92 -8.53 -14.78 -1.006
H -14.64 -9.39 -14.48 0.512
H -14.15 -8.14 -15.18 0.493

=====

41
Properties=species:S:1:pos:R:3:nbo_charge:R:1 method="wB97M-V/def2-TZVPD" homo_ha=-0.3699 charge=0 gap_ev=10.148 molar_mass_g_mol=274.555
Ne -0.40 0.22 -0.29 -0.001
Ne 2.07 0.44 -1.31 0.000
O 0.48 3.56 -1.80 -0.978
H -0.41 3.69 -2.13 0.473
H 0.86 2.92 -2.39 0.497
O 2.25 2.74 0.90 -0.967
H 2.73 3.51 0.59 0.488
H 1.62 2.55 0.21 0.501
O -1.38 -1.88 2.83 -0.982
H -0.67 -1.87 2.19 0.500
H -0.95 -1.70 3.67 0.478
O -2.11 -3.31 -0.87 -0.946
H -2.77 -3.23 -1.55 0.477
H -2.59 -3.20 -0.05 0.481
O 1.21 1.52 -3.82 -0.981
H 1.83 0.84 -4.07 0.476
H 0.44 1.05 -3.52 0.501
O -1.27 1.82 2.85 -0.942
H -1.59 2.63 2.44 0.470
H -1.11 1.22 2.13 0.472
O 1.17 -1.96 1.72 -0.980
H 1.35 -2.72 2.28 0.483
H 1.86 -1.33 1.95 0.506
O 2.95 0.29 1.95 -0.999
H 3.66 0.43 2.57 0.479
H 2.76 1.17 1.61 0.514
O -1.33 0.52 -3.02 -0.977
H -1.97 0.91 -2.43 0.490
H -1.74 -0.29 -3.32 0.471
O -3.28 -0.12 1.35 -0.989
H -2.71 -0.59 1.96 0.507
H -3.99 0.21 1.89 0.479
O 3.73 -2.00 0.13 -0.944
H 3.14 -1.36 0.53 0.476
H 4.60 -1.61 0.22 0.463
O 0.65 -2.93 -1.01 -0.972
H 1.07 -2.51 -0.25 0.476
H -0.27 -3.01 -0.76 0.478
O -3.12 1.47 -1.13 -0.950
H -3.70 1.12 -1.81 0.463
H -3.09 0.78 -0.46 0.507

=====

39
Properties=species:S:1:pos:R:3:nbo_charge:R:1 method="wB97M-V/def2-TZVPD" homo_ha=-0.4142 de_lowest_ev=6.539 charge=0 gap_ev=10.787 molar_mass_g_mol=234.195
O 1.87 1.91 -1.37 -0.979
H 2.77 2.02 -1.09 0.473
H 1.77 1.04 -0.99 0.488
O -2.67 -1.02 -1.25 -0.982
H -3.40 -1.33 -0.71 0.510
H -2.85 -0.03 -1.49 0.478
O -3.60 -0.48 1.14 -1.009
H -3.20 0.27 0.58 0.493
H -3.96 -0.07 2.04 0.490
O 1.70 -0.49 3.94 -0.884
H 0.87 -0.56 3.77 0.446
H 2.07 0.03 3.22 0.452
O 0.69 3.58 1.39 -0.940
H -0.24 3.80 1.61 0.465
H 0.69 2.74 0.88 0.474
O 2.21 -1.40 -2.96 -0.999
H 1.86 -0.82 -3.56 0.465
H 1.48 -1.13 -2.23 0.472
O -0.23 0.38 1.88 -0.946
H 0.11 0.50 0.96 0.462
H 0.59 0.47 2.42 0.471
O 0.42 2.38 -3.65 -0.958
H 0.55 2.83 -2.76 0.500
H -0.52 2.27 -3.77 0.458
O 1.07 -2.16 1.62 -0.925
H 1.73 -2.89 1.32 0.474
H 0.36 -2.52 1.22 0.449
O -2.15 1.72 0.45 -0.961
H -1.55 0.82 0.21 0.484
H -1.80 2.08 1.26 0.494
O -1.81 -3.79 1.64 -0.975
H -1.25 -3.16 2.14 0.488
H -2.18 -3.52 0.75 0.490
O 0.15 -0.74 -1.69 -0.904
H -0.23 -0.05 -2.18 0.502
H -0.36 -1.24 -1.26 0.484
O 3.00 -0.26 -0.71 -0.974
H 2.74 -1.20 -1.19 0.498
H 3.32 0.01 -1.56 0.478

=====

39
Properties=species:S:1:pos:R:3:nbo_charge:R:1 method="wB97M-V/def2-TZVPD" homo_ha=-0.4090 de_lowest_ev=3.018 charge=0 gap_ev=11.002 molar_mass_g_mol=234.195
O -2.81 1.86 1.90 -0.945
H -2.72 2.65 2.43 0.469
H -3.60 1.44 2.22 0.477
O -1.03 -3.84 3.73 -0.946
H -1.03 -4.67 4.22 0.470
H -0.46 -3.26 4.24 0.476
O -0.86 -5.34 -0.59 -0.943
H -1.43 -4.93 -1.24 0.475
H -0.93 -4.78 0.19 0.468
O -5.00 -1.91 3.23 -0.942
H -4.94 -2.21 4.14 0.468
H -4.18 -2.20 2.83 0.473
O 3.77 3.27 -3.44 -0.942
H 4.67 3.39 -3.76 0.471
H 3.77 3.70 -2.58 0.471
O 0.97 0.14 0.37 -0.944
H 1.09 0.93 -0.15 0.469
H 0.05 0.17 0.64 0.475
O 3.70 4.57 0.89 -0.941
H 4.52 4.16 1.17 0.471
H 3.28 4.83 1.71 0.471
O -3.52 1.92 -2.66 -0.945
H -2.94 2.59 -3.00 0.473
H -3.53 2.06 -1.71 0.472
O 3.47 -3.68 -0.98 -0.939
H 3.09 -3.21 -0.24 0.469
H 3.39 -4.60 -0.74 0.470
O 1.60 -0.85 5.77 -0.940
H 1.56 0.04 6.14 0.469
H 2.28 -0.81 5.11 0.470
O -0.56 5.25 -2.50 -0.940
H -0.18 5.25 -3.38 0.471
H 0.19 5.33 -1.91 0.469
O -2.56 -2.26 -3.37 -0.947
H -3.11 -1.50 -3.17 0.474
H -1.68 -1.90 -3.47 0.473
O 1.71 -0.65 -4.34 -0.943
H 1.94 -1.20 -3.59 0.472
H 2.02 0.22 -4.10 0.470

=====

39
Properties=species:S:1:pos:R:3:nbo_charge:R:1 method="wB97M-V/def2-TZVPD" homo_ha=-0.3667 de_lowest_ev=1.029 charge=0 gap_ev=9.656 molar_mass_g_mol=234.195
O -2.18 0.95 2.60 -0.965
H -2.37 0.33 1.89 0.492
H -2.44 1.79 2.19 0.461
O 3.61 1.42 0.22 -0.994
H 3.02 1.62 -0.53 0.485
H 3.41 2.00 0.93 0.482
O -2.99 1.00 -1.70 -0.940
H -3.77 1.46 -1.99 0.478
H -2.65 0.78 -2.55 0.487
O 1.53 -1.62 -2.06 -1.004
H 1.01 -0.96 -1.61 0.489
H 2.46 -1.51 -1.78 0.502
O 1.96 2.16 2.60 -0.996
H 1.33 2.58 2.01 0.480
H 1.72 1.21 2.63 0.485
O 3.25 -2.53 0.73 -0.930
H 3.46 -2.24 1.61 0.467
H 2.39 -2.21 0.53 0.464
O 0.17 0.14 -0.44 -1.042
H -0.72 -0.25 -0.21 0.521
H 0.73 -0.07 0.32 0.510
O -2.32 -0.69 0.29 -1.022
H -2.47 -1.65 0.27 0.505
H -2.86 -0.28 -0.44 0.516
O -1.26 -1.94 -2.35 -0.968
H -0.31 -1.93 -2.53 0.514
H -1.50 -2.70 -2.88 0.476
O 1.75 1.95 -1.86 -0.968
H 1.58 2.87 -1.67 0.484
H 1.08 1.40 -1.45 0.493
O -2.35 -3.34 -0.25 -0.964
H -3.27 -3.52 -0.48 0.474
H -1.96 -2.83 -0.98 0.496
O 0.84 -0.21 2.24 -0.960
H -0.08 -0.14 2.43 0.511
H 1.21 -0.94 2.69 0.489
O -0.06 2.91 0.48 -0.952
H -0.94 3.00 0.77 0.462
H 0.00 1.98 0.32 0.484

=====

39
Properties=species:S:1:pos:R:3:nbo_charge:R:1 method="wB97M-V/def2-TZVPD" homo_ha=-0.3684 de_lowest_ev=3.062 charge=0 gap_ev=9.652 molar_mass_g_mol=234.195
O 0.33 1.36 2.18 -0.955
H 0.61 1.78 3.00 0.485
H -0.49 0.91 2.40 0.482
O 2.99 0.26 0.22 -0.947
H 2.01 0.35 0.38 0.477
H 3.03 1.21 0.46 0.470
O 1.38 -1.24 1.67 -0.956
H 1.38 -0.28 1.79 0.492
H 0.49 -1.51 2.01 0.469
O 0.25 1.25 -0.62 -0.970
H 0.53 2.14 -0.31 0.503
H -0.63 1.19 -0.24 0.462
O 3.09 -3.15 0.95 -0.967
H 3.70 -2.66 0.38 0.454
H 2.43 -2.40 0.95 0.492
O -2.60 0.82 1.10 -0.985
H -3.56 0.90 1.07 0.490
H -2.32 -0.04 0.76 0.503
O 2.43 2.58 -1.05 -0.980
H 1.86 2.83 -1.78 0.481
H 2.75 1.70 -1.27 0.500
O 0.58 -2.37 -1.06 -0.977
H 1.03 -1.50 -1.20 0.492
H 1.12 -2.93 -1.68 0.488
O -2.14 -0.04 -2.62 -0.920
H -1.92 0.71 -2.07 0.450
H -3.01 -0.33 -2.29 0.470
O -1.51 -1.70 0.78 -1.001
H -1.21 -1.63 -0.11 0.510
H -1.11 -2.51 1.12 0.510
O -2.67 2.67 -0.98 -0.921
H -2.80 2.11 -0.20 0.471
H -2.73 1.93 -1.61 0.429
O -2.68 -1.39 3.15 -0.952
H -1.95 -0.87 3.47 0.466
H -2.90 -1.25 2.24 0.484
O 1.59 0.34 -3.37 -0.969
H 1.98 0.44 -4.23 0.479
H 0.62 0.31 -3.39 0.491

=====

39
Properties=species:S:1:pos:R:3:nbo_charge:R:1 method="wB97M-V/def2-TZVPD" homo_ha=-0.4060 de_lowest_ev=4.309 charge=0 gap_ev=10.093 molar_mass_g_mol=234.195
H 0.37 1.18 1.04 0.481
H -0.67 0.57 0.12 0.483
H -2.83 -2.41 0.08 0.472
H -1.80 -2.75 1.15 0.483
H 1.14 1.05 -1.37 0.458
H 0.87 2.23 -2.30 0.461
H 1.37 2.18 2.14 0.446
H 2.84 2.05 2.51 0.478
H -4.36 -0.94 0.95 0.479
H -2.97 -0.33 0.90 0.460
H 3.88 -0.72 -1.71 0.461
H 4.76 -0.53 -2.94 0.486
H -3.31 4.20 -1.57 0.475
H -2.85 2.95 -0.84 0.446
H 4.95 0.24 -0.53 0.478
H 4.28 0.20 0.83 0.451
H -0.26 -0.88 -1.59 0.482
H -0.77 0.55 -1.77 0.476
H -2.42 1.99 2.13 0.469
H -1.98 2.74 0.89 0.446
H 0.36 -3.37 3.22 0.480
H 0.12 -2.66 1.90 0.473
H 2.25 -0.79 0.08 0.457
H 2.38 -2.30 -0.08 0.477
H -3.58 -1.92 -2.32 0.454
H -2.13 -1.96 -1.88 0.481
O 0.19 1.01 0.11 -0.971
O -2.01 -2.89 0.22 -0.964
O 1.37 1.97 -1.52 -0.926
O 1.96 2.08 2.90 -0.920
O -3.51 -0.97 1.39 -0.932
O 4.80 -0.67 -1.99 -0.926
O -3.61 3.32 -1.31 -0.920
O 5.12 0.41 0.41 -0.951
O -1.07 -0.36 -1.64 -0.944
O -2.27 2.88 1.79 -0.913
O -0.27 -3.31 2.49 -0.951
O 2.43 -1.60 0.58 -0.933
O -2.76 -2.40 -2.46 -0.941

=====

39
Properties=species:S:1:pos:R:3:nbo_charge:R:1 method="wB97M-V/def2-TZVPD" homo_ha=-0.3573 de_lowest_ev=2.045 charge=0 gap_ev=8.614 molar_mass_g_mol=234.195
O 1.31 -0.50 -3.01 -0.957
H 1.27 -1.45 -3.08 0.489
H 1.91 -0.34 -2.28 0.479
O 1.63 2.91 1.50 -0.935
H 1.39 3.03 0.58 0.466
H 2.58 3.00 1.51 0.483
O 1.62 -3.31 -1.04 -0.977
H 1.61 -4.19 -0.66 0.476
H 1.07 -2.79 -0.47 0.489
O -1.92 -1.96 -1.42 -0.962
H -1.35 -2.30 -2.11 0.477
H -1.35 -1.43 -0.88 0.479
O 2.65 0.53 -0.68 -0.958
H 3.46 0.06 -0.46 0.500
H 2.92 1.45 -0.76 0.490
O -3.78 1.20 -0.95 -0.963
H -3.76 0.38 -0.44 0.485
H -3.03 1.69 -0.63 0.463
O 2.09 -0.35 1.97 -0.944
H 2.90 -0.74 2.31 0.468
H 2.36 0.11 1.17 0.464
O -0.47 1.90 3.04 -0.971
H -0.08 1.52 3.82 0.472
H 0.27 2.10 2.47 0.487
O 0.22 -2.66 1.19 -0.976
H -0.61 -2.71 1.68 0.472
H 0.31 -1.73 0.97 0.499
O -1.19 0.61 -2.67 -0.961
H -0.28 0.33 -2.75 0.476
H -1.36 0.61 -1.72 0.462
O -1.38 2.28 0.09 -0.957
H -0.76 2.96 -0.18 0.476
H -1.84 2.66 0.84 0.502
O -3.19 -0.93 0.95 -0.954
H -2.59 -0.81 1.69 0.468
H -2.85 -1.70 0.49 0.491
O -0.03 -0.18 -0.11 -0.995
H -0.56 0.49 0.32 0.508
H 0.80 0.26 -0.30 0.488

=====

39
Properties=species:S:1:pos:R:3:nbo_charge:R:1 method="wB97M-V/def2-TZVPD" homo_ha=-0.3857 de_lowest_ev=4.696 charge=0 gap_ev=10.072 molar_mass_g_mol=234.195
H -0.31 -1.32 -0.96 0.489
H -1.32 -0.66 -0.06 0.457
H -2.03 -1.18 3.53 0.441
H -1.12 -0.14 4.15 0.475
H 1.31 -0.84 0.95 0.467
H 2.51 -1.71 0.99 0.470
H -1.91 3.22 -1.62 0.452
H -1.16 2.22 -2.32 0.462
H -3.19 -1.84 -2.99 0.463
H -2.88 -1.39 -1.58 0.466
H 3.65 -0.56 -1.50 0.472
H 4.82 -0.36 -0.81 0.463
H 2.41 3.45 0.44 0.483
H 2.05 2.24 -0.49 0.463
H -2.91 -2.12 2.40 0.451
H -1.74 -2.23 1.42 0.484
H 0.90 -1.02 -2.75 0.492
H 2.07 -0.05 -3.26 0.479
H -3.72 2.97 0.66 0.450
H -3.09 1.74 0.18 0.460
H -0.63 2.47 1.31 0.465
H -1.03 3.88 1.27 0.459
H -0.60 -4.11 -1.47 0.482
H 0.24 -3.87 -0.26 0.478
H 2.80 0.67 1.18 0.465
H 3.96 0.00 1.95 0.455
O -0.53 -0.47 -0.62 -0.951
O -1.13 -1.09 3.84 -0.918
O 1.76 -1.38 1.49 -0.937
O -2.05 2.46 -2.26 -0.913
O -2.73 -1.19 -2.50 -0.929
O 4.51 -0.99 -1.39 -0.937
O 2.82 2.61 -0.04 -0.943
O -2.69 -2.33 1.56 -0.931
O 1.55 -0.26 -2.50 -0.968
O -3.89 2.24 0.09 -0.910
O -0.21 3.41 1.28 -0.924
O -0.08 -3.39 -0.99 -0.956
O 3.57 0.93 1.68 -0.926